## a
ORCA calculation (ωB97M-V with the def2-TZVPD basis set) on the ion H4O2P3 with charge -1.

Structure (XYZ):
```
9
H4O2P3 | the Open Molecules 2025 dataset | ωB97M-V with the def2-TZVPD basis set
O -1.65 0.69 -1.20
O 0.91 1.37 -0.99
P 0.15 -1.73 -1.03
P -0.41 0.68 1.58
P -0.35 0.49 -0.58
H 1.35 -1.78 -0.42
H -0.60 -2.60 -0.28
H 1.05 0.74 1.44
H -0.45 2.15 1.48
```

## Properties
Highest occupied orbital energy, eV: -4.3
Total charge: -1
SMILES string: O=P([O-])(P)P
Kohn-Sham gap, eV: 8.59


## b
ORCA calculation (ωB97M-V with the def2-TZVPD basis set) on the ion H4O2P3 with charge -1.

Structure (XYZ):
```
9
H4O2P3 | the Open Molecules 2025 dataset | ωB97M-V with the def2-TZVPD basis set
O -1.21 1.59 0.78
O 1.34 1.51 0.05
P -0.74 0.03 -1.83
P 0.09 -1.05 1.39
P -0.08 0.80 0.20
H 0.20 -0.77 -2.32
H -1.53 -0.86 -1.10
H 1.23 -1.05 0.69
H 0.70 -0.19 2.14
```

## Properties
Highest occupied orbital energy, eV: -4.3
Total charge: -1
SMILES string: O=P([O-])(P)P
Kohn-Sham gap, eV: 8.56


Stability, highest: a


## a
ORCA calculation (ωB97M-V with the def2-TZVPD basis set) on the ion C4H12N2 with charge -1.

Structure (XYZ):
```
18
C4H12N2 | the Open Molecules 2025 dataset | ωB97M-V with the def2-TZVPD basis set
C -0.88 -0.02 0.01
C -0.06 -1.09 -0.65
C 1.36 -0.74 -1.03
N 1.31 0.37 -1.97
C -0.53 0.18 1.45
N -1.36 1.14 2.12
H -0.79 0.84 -0.80
H -1.99 -0.21 -0.08
H -0.02 -2.06 -0.06
H -0.34 -1.41 -1.73
H 2.05 -0.37 -0.25
H 1.78 -1.50 -1.55
H 2.32 0.54 -2.13
H 0.94 1.24 -1.57
H 0.61 0.45 1.35
H -0.63 -0.81 1.95
H -1.03 2.07 2.35
H -1.87 0.70 2.85
```

## Properties
Spin multiplicity: 2
Highest occupied orbital energy (spin up / spin down), eV: 1.4 / -5.1
Total charge: -1
Kohn-Sham gap (spin up / spin down), eV: 2.71 / 9.57


## b
ORCA calculation (ωB97M-V with the def2-TZVPD basis set) on the ion C4H12N2 with charge -1.

Structure (XYZ):
```
18
C4H12N2 | the Open Molecules 2025 dataset | ωB97M-V with the def2-TZVPD basis set
N -1.01 -2.26 0.38
C 0.47 -2.10 0.44
C 0.80 -0.66 0.78
N 0.26 0.20 -0.29
C -0.21 1.49 0.18
C -0.47 2.43 -0.98
H -1.28 -1.66 -0.39
H -1.22 -3.18 -0.01
H 0.82 -2.25 -0.59
H 0.95 -2.86 1.05
H 0.35 -0.44 1.72
H 1.87 -0.46 0.81
H 1.00 0.32 -0.98
H -1.10 1.37 0.79
H 0.49 1.98 0.88
H -1.12 3.26 -0.68
H -1.06 1.94 -1.75
H 0.45 2.87 -1.35
```

## Properties
Spin multiplicity: 2
Highest occupied orbital energy (spin up / spin down), eV: 1.6 / -5.0
Total charge: -1
Kohn-Sham gap (spin up / spin down), eV: 2.60 / 9.47


Stability, highest: b


## a
ORCA calculation (ωB97M-V with the def2-TZVPD basis set) on the ion C7H11N2 with charge +1.

Structure (XYZ):
```
20
C7H11N2 | the Open Molecules 2025 dataset | ωB97M-V with the def2-TZVPD basis set
C 0.94 1.09 -0.15
C -0.14 0.31 0.17
C 1.26 -0.88 -1.10
C -2.32 -0.24 1.12
C -1.31 0.62 0.98
C 1.86 -1.99 -1.85
C -1.30 1.97 1.63
N 1.77 0.34 -0.93
N 0.10 -0.91 -0.43
H 1.16 2.11 0.11
H -3.17 0.02 1.71
H -2.35 -1.21 0.65
H 2.56 -2.54 -1.22
H 1.10 -2.69 -2.19
H 2.41 -1.62 -2.71
H -1.23 2.76 0.88
H -2.21 2.12 2.20
H -0.45 2.06 2.30
H 2.65 0.66 -1.32
H -0.52 -1.70 -0.37
```

## Properties
Highest occupied orbital energy, eV: -12.9
Total charge: +1
SMILES string: C=C(C)c1c[nH]c(C)[nH+]1
Kohn-Sham gap, eV: 9.78


## b
ORCA calculation (ωB97M-V with the def2-TZVPD basis set) on a cluster of 2 separate species, C7H11N2 in total.

Structure (XYZ):
```
20
C7H11N2 | the Open Molecules 2025 dataset | ωB97M-V with the def2-TZVPD basis set
C 1.29 0.66 1.20
C 1.56 0.24 2.51
C -0.05 -1.16 1.74
C 0.26 -0.24 0.81
C -2.60 0.21 -1.25
C -1.40 0.76 -1.38
C -0.41 -0.26 -1.44
N 0.76 -0.84 2.79
N 0.88 0.19 -2.01
H 1.87 1.39 0.58
H 2.08 0.74 3.35
H -0.74 -2.00 1.50
H -3.48 0.74 -1.20
H -2.63 -0.75 -1.18
H -1.14 1.80 -1.41
H -0.74 -1.19 -1.75
H 0.66 -1.20 3.70
H 1.72 -0.56 -2.04
H 1.22 1.00 -1.51
H 0.89 0.46 -3.00
```

## Properties
Highest occupied orbital energy, eV: -12.1
Total charge: +1
Kohn-Sham gap, eV: 8.25


Stability, highest: a


## a
ORCA calculation (ωB97M-V with the def2-TZVPD basis set) on an isolated molecule of C8H13N3O6.

Structure (XYZ):
```
30
C8H13N3O6 | the Open Molecules 2025 dataset | ωB97M-V with the def2-TZVPD basis set
C 1.97 -0.51 1.16
C 1.00 0.48 0.31
C 3.30 0.12 0.90
C 3.63 -0.07 -0.55
C -1.23 0.49 -0.72
C -1.96 1.46 0.32
C -2.23 -0.41 -1.44
C -3.18 -1.26 -0.36
H 2.75 -2.28 0.32
H 1.55 -2.54 1.70
H 1.50 -0.05 2.10
H 2.95 1.14 0.97
H 4.25 -0.17 1.49
H 2.41 1.36 -0.97
H 0.03 -1.24 -0.22
H -0.92 1.25 -1.40
H -2.93 -0.04 -2.33
H -1.57 -1.44 -1.90
H -3.38 -2.05 1.55
H -2.24 -0.68 1.62
H -2.81 3.31 0.15
N 1.70 -1.91 0.79
N -0.23 -0.12 0.09
N -2.66 -1.41 1.01
O 1.09 1.77 0.19
O 4.36 -0.96 -0.94
O 2.98 0.70 -1.37
O -1.97 1.30 1.50
O -4.03 -2.04 -0.78
O -2.57 2.44 -0.36
```

## Properties
Highest occupied orbital energy, eV: -10.0
Total charge: 0
SMILES string: NC(=O)C[C@H](NC(=O)[C@@H](N)CC(=O)O)C(=O)O
Kohn-Sham gap, eV: 10.26


## b
ORCA calculation (ωB97M-V with the def2-TZVPD basis set) on an isolated molecule of C8H13N3O6.

Structure (XYZ):
```
30
C8H13N3O6 | the Open Molecules 2025 dataset | ωB97M-V with the def2-TZVPD basis set
C 0.54 2.08 -0.01
C -0.98 1.96 -0.16
C 1.38 1.33 1.21
C 1.76 -0.12 0.92
C -1.06 -0.36 -1.04
C -1.76 -0.99 -2.22
C -1.15 -1.33 0.15
C -0.39 -2.65 0.29
H 0.31 4.02 0.69
H 1.19 3.97 -0.71
H 0.95 1.81 -0.96
H 2.20 1.89 1.45
H 0.74 1.19 2.10
H 2.26 -1.80 1.90
H 1.69 -0.57 2.98
H -2.64 1.10 -0.77
H -0.06 -0.18 -1.32
H -0.85 -0.67 1.04
H -2.13 -1.64 0.38
H 1.23 -3.40 -0.57
H -0.68 -2.61 -1.94
N 0.96 3.51 0.13
N 2.03 -0.83 2.07
N -1.61 0.95 -0.81
O -1.64 2.92 0.12
O 1.88 -0.65 -0.16
O -2.74 -0.50 -2.67
O -0.45 -3.25 1.34
O 0.29 -2.97 -0.76
O -1.27 -2.20 -2.65
```

## Properties
Highest occupied orbital energy, eV: -9.6
Total charge: 0
SMILES string: NC(=O)C[C@H](N)C(=O)N[C@@H](CC(=O)O)C(=O)O
Kohn-Sham gap, eV: 9.55


Stability, highest: b


## a
ORCA calculation (ωB97M-V with the def2-TZVPD basis set) on a cluster of 2 separate species, C4H9O3 in total.

Structure (XYZ):
```
16
C4H9O3 | the Open Molecules 2025 dataset | ωB97M-V with the def2-TZVPD basis set
C 0.65 1.27 -0.44
C 0.00 1.91 -1.64
O -0.31 1.37 0.59
H 0.87 0.18 -0.68
H 1.60 1.63 -0.22
H -0.83 2.38 -1.20
H -0.05 0.55 1.17
H -0.43 1.31 -2.33
H 0.78 2.47 -2.23
C -1.02 -1.88 0.97
C 0.58 -1.82 1.07
O 1.11 -0.78 1.66
O 1.12 -2.78 0.62
H -1.42 -1.42 0.07
H -1.57 -1.45 1.80
H -1.09 -2.94 0.78
```

## Properties
Highest occupied orbital energy, eV: -4.5
Total charge: -1
Kohn-Sham gap, eV: 8.45


## b
ORCA calculation (ωB97M-V with the def2-TZVPD basis set) on a cluster of 2 separate species, C4H9O3 in total.

Structure (XYZ):
```
16
C4H9O3 | the Open Molecules 2025 dataset | ωB97M-V with the def2-TZVPD basis set
O -1.13 2.90 0.41
C -1.21 1.73 0.08
C -0.43 0.68 0.65
C -0.45 -0.52 -0.32
C -0.04 -1.94 0.51
O -0.89 -2.19 1.43
H -1.97 1.28 -0.61
H -0.69 0.25 1.70
H 0.65 1.03 0.74
H -1.45 -0.80 -0.70
H 0.12 -0.25 -1.20
H -0.11 -2.73 -0.37
H 1.05 -1.82 1.02
H 2.33 0.04 -1.35
H 1.67 1.35 -0.85
O 2.55 0.99 -1.16
```

## Properties
Highest occupied orbital energy, eV: -3.0
Total charge: -1
Kohn-Sham gap, eV: 6.78


## c
ORCA calculation (ωB97M-V with the def2-TZVPD basis set) on a cluster of 2 separate species, C4H9O3 in total.

Structure (XYZ):
```
16
C4H9O3 | the Open Molecules 2025 dataset | ωB97M-V with the def2-TZVPD basis set
C 0.40 -2.34 -1.95
C 0.71 -0.85 -1.69
O -0.20 0.01 -1.73
O 1.93 -0.61 -1.44
H 0.15 -2.43 -3.01
H -0.47 -2.57 -1.34
H 1.27 -2.89 -1.62
C 0.18 1.17 1.46
C -1.25 1.35 1.95
O 0.39 1.93 0.27
H 0.87 1.60 2.20
H 0.44 0.15 1.17
H -1.32 0.95 2.97
H 0.29 1.33 -0.52
H -1.95 0.79 1.34
H -1.42 2.43 1.95
```

## Properties
Highest occupied orbital energy, eV: -4.2
Total charge: -1
Kohn-Sham gap, eV: 8.28


## d
ORCA calculation (ωB97M-V with the def2-TZVPD basis set) on a cluster of 2 separate species, C4H9O3 in total.

Structure (XYZ):
```
16
C4H9O3 | the Open Molecules 2025 dataset | ωB97M-V with the def2-TZVPD basis set
C -0.75 1.55 1.04
C 0.38 1.50 2.15
O -1.63 0.39 1.12
H -1.45 2.41 1.24
H -0.27 1.77 -0.01
H -0.18 1.59 3.12
H -1.23 -0.48 0.76
H 1.07 2.27 1.86
H 0.94 0.57 2.12
C -0.26 -0.42 -2.22
C 0.60 -1.08 -1.08
O 1.84 -1.20 -1.28
O 0.11 -1.25 0.00
H -0.85 0.37 -1.74
H -0.83 -1.38 -2.47
H 0.42 0.04 -2.95
```

## Properties
Highest occupied orbital energy, eV: -4.0
Total charge: -1
Kohn-Sham gap, eV: 8.09


Stability, highest: c


## a
ORCA calculation (ωB97M-V with the def2-TZVPD basis set) on a cluster of 2 separate species, C6H8Si in total.

Structure (XYZ):
```
15
C6H8Si | the Open Molecules 2025 dataset | ωB97M-V with the def2-TZVPD basis set
C -2.29 1.96 0.25
C -2.42 -3.62 -0.56
C -1.84 0.74 0.66
C -1.96 -2.52 -0.39
C 2.42 0.91 0.56
C 3.34 0.74 -0.39
Si -1.28 -0.87 0.06
H -2.52 2.29 -0.84
H -2.79 -4.54 -0.92
H 2.55 0.40 1.49
H 1.44 1.45 0.53
H -2.52 2.61 0.99
H 4.33 0.22 -0.32
H 3.25 1.32 -1.31
H 0.28 -1.09 0.19
```

## Properties
Highest occupied orbital energy (spin up / spin down), eV: -8.2 / -8.2
Total charge: 0
SMILES string: C#C[SiH]=C=C.C=C
Kohn-Sham gap (spin up / spin down), eV: 7.71 / 7.72


## b
ORCA calculation (ωB97M-V with the def2-TZVPD basis set) on an isolated molecule of C6H8Si.

Structure (XYZ):
```
15
C6H8Si | the Open Molecules 2025 dataset | ωB97M-V with the def2-TZVPD basis set
C -0.25 -1.54 -0.01
C -1.34 -0.86 -0.25
C 1.04 -0.72 0.26
C -1.10 0.82 -0.16
C 2.21 -1.41 0.34
C -1.92 1.72 -0.66
Si 0.68 1.09 0.48
H -0.35 -2.57 0.17
H -2.24 -1.34 -0.34
H 3.06 -0.77 0.60
H 2.33 -2.22 -0.28
H -1.66 2.81 -0.68
H -2.87 1.51 -1.10
H 0.60 1.71 1.83
H 1.80 1.78 -0.21
```

## Properties
Highest occupied orbital energy, eV: -8.7
Total charge: 0
SMILES string: C=C1C=CC(=C)[SiH2]1
Kohn-Sham gap, eV: 9.49


## c
ORCA calculation (ωB97M-V with the def2-TZVPD basis set) on a structure of composition C6H8Si.

Structure (XYZ):
```
15
C6H8Si | the Open Molecules 2025 dataset | ωB97M-V with the def2-TZVPD basis set
C -1.54 -0.12 -0.44
C -0.96 1.07 -0.60
C 0.09 -1.96 0.05
C -0.60 -0.90 0.39
C -0.03 0.22 1.29
C 0.38 1.17 0.21
Si 1.66 -0.06 -0.54
H -2.56 -0.45 -0.96
H -1.37 1.86 -1.15
H -0.17 -2.51 -0.82
H -0.77 0.62 2.12
H 0.90 -0.14 1.86
H 0.60 2.18 0.50
H 2.77 -0.79 0.02
H 1.60 -0.19 -1.94
```

## Properties
Highest occupied orbital energy, eV: -7.3
Total charge: 0
Kohn-Sham gap, eV: 7.00


## d
ORCA calculation (ωB97M-V with the def2-TZVPD basis set) on an isolated molecule of C6H8Si.

Structure (XYZ):
```
15
C6H8Si | the Open Molecules 2025 dataset | ωB97M-V with the def2-TZVPD basis set
C -0.94 0.08 -1.44
C 0.39 0.19 -1.66
C -1.69 0.31 -0.23
C 1.45 0.58 -0.77
C -1.33 0.02 1.03
C 1.56 0.28 0.53
Si 0.31 -0.77 1.46
H -1.56 -0.12 -2.30
H 0.71 0.07 -2.69
H -2.68 0.73 -0.41
H 2.24 1.13 -1.25
H -2.02 0.27 1.82
H 2.42 0.67 1.07
H 0.56 -0.67 2.91
H 0.38 -2.17 1.02
```

## Properties
Highest occupied orbital energy, eV: -8.8
Total charge: 0
SMILES string: C1=CC=C[SiH2]C=C1
Kohn-Sham gap, eV: 9.24


Stability, highest: d